[1]
A molecular structure, C23H21F6N2O4Tc, computed with the ωB97M-V functional and the def2-TZVPD basis.

The geometry in XYZ format:
```
57
Properties=species:S:1:pos:R:3:forces:R:3
Tc 0.017 -0.660 -0.294 0.17 -0.31 0.09
C 5.251 -0.077 -1.854 -0.01 -0.01 0.01
C 3.986 -0.768 -1.501 0.02 0.06 -0.02
C 3.670 -2.132 -1.489 -0.03 -0.02 -0.03
C 2.369 -2.237 -1.062 -0.03 -0.07 -0.01
N 1.884 -0.980 -0.806 -0.19 0.13 -0.14
N 2.892 -0.110 -1.115 0.07 -0.04 0.11
C 1.493 -3.428 -0.885 0.00 0.01 0.03
H 6.024 -0.806 -2.078 0.00 0.00 0.00
H 5.593 0.550 -1.029 0.00 0.00 0.00
H 5.109 0.558 -2.730 -0.01 0.00 -0.01
H 4.327 -2.938 -1.768 0.01 0.00 0.01
H 2.806 0.870 -0.890 -0.01 -0.01 -0.03
H 2.069 -4.340 -1.017 -0.01 -0.01 -0.01
H 0.683 -3.437 -1.620 0.02 0.01 -0.01
H 1.065 -3.460 0.123 0.01 0.00 0.01
O -1.357 -2.883 3.103 0.03 0.04 -0.06
C -1.216 -1.936 4.046 0.01 -0.02 -0.01
C -1.565 -2.321 5.338 -0.02 0.00 0.07
C -1.472 -1.430 6.382 0.00 -0.01 0.01
C -1.026 -0.116 6.180 -0.01 -0.02 -0.01
C -0.678 0.278 4.920 0.00 -0.05 -0.03
C -0.759 -0.618 3.822 0.03 -0.01 0.12
C -0.350 -0.067 2.560 -0.14 0.16 -0.05
O -0.024 1.056 2.297 0.05 -0.03 -0.01
O -0.331 -1.009 1.471 0.06 0.03 -0.11
H -1.122 -2.531 2.237 -0.02 -0.04 0.05
H -1.914 -3.333 5.486 0.00 0.00 0.01
H -1.750 -1.754 7.376 0.00 0.00 0.00
H -0.957 0.572 7.010 0.00 0.00 0.00
H -0.325 1.282 4.733 0.00 0.00 -0.01
C -2.780 0.755 -2.077 0.01 0.01 -0.06
C -2.170 -0.584 -2.435 -0.03 0.04 0.10
O -1.345 -1.111 -1.396 0.18 -0.14 -0.20
C -1.271 -0.479 -3.688 0.04 -0.05 0.03
F -0.777 -1.654 -4.061 0.00 -0.05 -0.01
F -1.903 0.080 -4.700 -0.04 0.02 -0.02
F -0.201 0.302 -3.379 0.08 0.10 0.09
C -3.272 -1.659 -2.617 -0.02 -0.03 -0.04
F -2.753 -2.871 -2.794 0.01 -0.01 0.01
F -4.026 -1.352 -3.664 -0.06 0.00 -0.04
F -4.031 -1.689 -1.523 -0.04 0.01 0.06
H -2.007 1.517 -1.987 -0.03 -0.02 -0.03
H -3.331 0.670 -1.143 0.01 -0.01 0.01
H -3.471 1.059 -2.862 -0.02 0.01 0.01
C 0.092 1.050 -0.296 -0.31 0.40 0.31
C 0.012 2.439 -0.448 0.18 -0.12 -0.16
C 0.480 2.954 -1.683 0.00 0.06 -0.01
C 0.391 4.305 -1.928 -0.01 -0.04 -0.02
C -0.183 5.142 -0.972 0.00 0.02 0.03
C -0.659 4.638 0.236 0.00 0.00 -0.01
C -0.559 3.293 0.518 0.06 0.03 0.01
H 0.890 2.288 -2.429 0.00 -0.03 -0.03
H 0.752 4.712 -2.862 0.00 0.00 0.00
H -0.262 6.202 -1.174 0.00 0.00 0.00
H -1.104 5.305 0.962 0.00 0.00 0.00
H -0.904 2.894 1.457 -0.01 -0.03 0.03
```
Positions in Å, forces in eV/Å.

As for the molar mass: 601.42 g/mol. Its lowest unoccupied orbital energy is -0.3066 hartree. The largest force on an atom comes out at 0.6 eV/Å. As for the HOMO-LUMO gap: 5.5 eV. The total charge is +2. Its electronic energy is -53850.122 eV. Its energy above the lowest of the compared OMol25 structures with the same formula, charge and spin is 0.8311 eV.

Atomic partial charges in e from the natural (NBO) method, atoms 1 to 5: atom 1 (Tc): 1.24, atom 2 (C): -0.68, atom 3 (C): 0.33, atom 4 (C): -0.30, atom 5 (C): 0.26


[2]
A molecular structure, C23H21GeN4O6Pd, computed with the ωB97M-V functional and the def2-TZVPD basis.

The geometry in XYZ format:
```
56
Properties=species:S:1:pos:R:3:forces:R:3
Pd 0.370 -1.053 0.432 0.05 -0.13 0.57
C -4.031 2.393 0.359 0.02 -0.03 0.02
C -2.793 2.281 -0.248 0.00 0.01 -0.01
N -2.045 1.185 -0.178 0.04 0.03 0.03
C -2.493 0.125 0.500 -0.02 -0.05 0.01
C -3.767 0.116 1.134 -0.08 -0.09 0.02
C -4.512 1.290 1.044 -0.04 0.04 0.00
C -4.432 -1.038 1.779 0.04 0.08 -0.06
C -4.005 -2.247 2.208 0.06 -0.08 0.05
C -2.661 -2.740 2.288 -0.04 0.15 0.01
C -2.305 -3.981 2.693 0.05 -0.17 0.00
C -0.937 -4.403 2.710 -0.10 0.05 0.02
C 0.010 -3.530 2.219 0.08 0.05 -0.05
N -0.241 -2.267 1.892 -0.09 -0.02 -0.06
C -1.597 -1.747 1.950 -0.11 0.03 -0.12
H -4.604 3.308 0.289 -0.01 0.00 -0.01
H -2.381 3.104 -0.823 0.01 0.00 0.01
H -5.491 1.322 1.511 0.00 0.01 -0.01
H -5.500 -0.869 1.891 0.00 0.02 -0.01
H -4.779 -2.915 2.580 0.01 0.00 0.01
H -3.085 -4.689 2.965 0.01 0.01 0.02
H -0.651 -5.398 3.017 -0.02 -0.01 -0.01
H 1.036 -3.858 2.074 0.00 0.02 -0.01
C -0.567 -3.670 -1.250 0.02 -0.05 0.02
Ge -1.906 -2.257 -1.018 -0.30 -0.06 0.01
C -1.868 -1.096 -2.594 0.04 0.05 0.02
C -3.635 -3.200 -1.006 -0.10 0.09 -0.04
C -1.660 -1.088 0.559 0.32 -0.10 -0.19
H -0.740 -4.150 -2.217 -0.02 -0.03 0.02
H -0.667 -4.418 -0.462 0.02 0.01 0.02
H 0.450 -3.278 -1.229 0.00 0.00 -0.02
H -1.950 -1.692 -3.505 0.00 0.00 0.00
H -0.937 -0.529 -2.612 0.00 0.00 -0.02
H -2.692 -0.382 -2.560 -0.01 -0.01 -0.02
H -3.805 -3.692 -1.967 0.03 0.00 0.00
H -4.444 -2.492 -0.824 -0.03 -0.04 -0.01
H -3.650 -3.948 -0.213 0.00 0.00 0.00
H -1.636 -0.922 2.682 0.00 0.00 0.01
O 2.581 -1.097 0.244 0.17 0.20 0.02
C 2.474 -0.096 -0.503 -0.02 0.06 -0.19
O 1.371 0.332 -0.934 0.00 0.02 0.01
C 3.720 0.654 -0.898 0.00 -0.03 -0.04
C 3.632 1.717 -1.787 -0.01 0.02 0.02
C 4.789 2.390 -2.131 0.00 0.11 -0.05
C 6.030 2.056 -1.626 0.00 -0.01 -0.01
C 6.072 0.997 -0.742 0.17 -0.07 -0.02
C 4.948 0.286 -0.367 -0.04 -0.04 -0.01
N 7.389 0.613 -0.181 -0.13 0.24 0.23
O 8.359 1.252 -0.538 -0.01 -0.10 -0.08
O 7.412 -0.285 0.633 0.01 -0.06 -0.12
N 4.708 3.522 -3.083 0.03 -0.18 0.01
O 5.746 4.083 -3.374 -0.01 0.05 0.01
O 3.616 3.807 -3.523 0.00 0.05 0.01
H 2.672 2.005 -2.189 0.00 -0.01 0.00
H 6.919 2.596 -1.908 0.00 0.00 0.00
H 5.007 -0.542 0.324 0.00 0.00 0.00
```
Positions in Å, forces in eV/Å.

As for the molar mass: 628.47 g/mol. Its lowest unoccupied orbital energy is 0.0386 hartree. The largest force on an atom comes out at 0.6 eV/Å. As for the HOMO-LUMO gap: 4.5 eV. The total charge is -1. Its electronic energy is -102429.154 eV. Its energy above the lowest of the compared OMol25 structures with the same formula, charge and spin is 0.0000 eV.

Atomic partial charges in e from the natural (NBO) method, atoms 1 to 5: atom 1 (Pd): 0.72, atom 2 (C): -0.29, atom 3 (C): 0.02, atom 4 (N): -0.43, atom 5 (C): 0.18